Entry 1:
The following is a quantum chemistry calculation of C36H28MgN6O3 as an isolated structure at a distorted geometry, from the Open Molecules 2025 dataset.

Calculated values
- Total charge: +2
- HOMO-LUMO gap: 6.176 eV
- HOMO level: -0.4610 hartree
- Multiplicity: 1

Last column: Mulliken charge in e.
Positions of all 74 atoms, in Å:
Mg (0.03, -0.31, 0.29)  0.9535
C (4.39, 0.80, -0.40)  -0.7232
O (3.52, 1.91, -0.08)  -0.4315
C (2.30, 1.42, 0.00)  0.2078
N (2.13, 0.15, -0.08)  0.1735
C (3.49, -0.44, -0.19)  0.4677
C (3.71, -1.50, -1.25)  -0.3555
C (5.02, -1.79, -1.63)  -0.4885
C (5.28, -2.83, -2.51)  -0.8020
C (4.25, -3.58, -3.03)  -0.4248
C (2.94, -3.29, -2.68)  -1.0618
C (2.68, -2.25, -1.80)  0.3782
C (1.16, 2.31, 0.28)  0.6561
C (1.23, 3.56, 0.87)  -0.6547
C (0.03, 4.18, 1.21)  -0.5820
C (-1.18, 3.55, 0.94)  -0.7202
C (-1.14, 2.30, 0.35)  0.6470
N (0.01, 1.70, 0.04)  0.0400
C (-2.29, 1.41, 0.10)  0.1884
N (-2.13, 0.14, 0.03)  0.1023
C (-3.49, -0.44, -0.14)  0.3426
C (-4.37, 0.82, -0.37)  -0.6377
O (-3.49, 1.92, -0.02)  -0.4133
C (-3.69, -1.49, -1.21)  -0.3562
C (-4.99, -1.80, -1.58)  -0.4631
C (-5.24, -2.83, -2.48)  -0.7858
C (-4.19, -3.56, -3.01)  -0.4213
C (-2.89, -3.24, -2.66)  -1.0860
C (-2.64, -2.20, -1.77)  0.2321
H (5.25, 0.84, 0.26)  0.3447
H (4.70, 0.91, -1.44)  0.4475
H (3.69, -0.90, 0.78)  0.3439
H (5.85, -1.23, -1.21)  0.4151
H (6.31, -3.04, -2.80)  0.4024
H (4.45, -4.39, -3.72)  0.4122
H (2.12, -3.86, -3.10)  0.4371
H (1.67, -1.99, -1.55)  0.3625
H (2.18, 4.03, 1.07)  0.5585
H (0.04, 5.14, 1.70)  0.4958
H (-2.13, 4.01, 1.18)  0.5603
H (-3.74, -0.89, 0.82)  0.3601
H (-5.25, 0.87, 0.25)  0.3529
H (-4.64, 0.94, -1.42)  0.4127
H (-5.83, -1.25, -1.16)  0.4023
H (-6.26, -3.06, -2.76)  0.3983
H (-4.38, -4.37, -3.70)  0.4128
H (-2.06, -3.80, -3.09)  0.4401
H (-1.63, -1.92, -1.54)  0.4970
O (0.01, -3.68, 0.69)  -0.1427
C (0.01, -2.58, 0.47)  0.1783
N (-1.08, -0.47, 7.36)  0.0114
C (-0.69, -0.23, 8.65)  0.7436
C (-1.30, -0.49, 9.88)  -1.0460
C (-0.60, -0.10, 10.99)  -0.4203
C (0.66, 0.53, 10.90)  -0.4922
C (1.26, 0.79, 9.70)  -0.7781
C (0.57, 0.40, 8.54)  0.6165
N (0.91, 0.53, 7.23)  -0.5699
C (-0.08, 0.01, 6.54)  -0.0470
C (-0.08, -0.06, 5.10)  1.0910
C (-1.11, -0.62, 4.34)  -1.1845
C (-0.98, -0.68, 2.97)  -0.2008
N (0.09, -0.22, 2.30)  -0.1394
C (1.07, 0.34, 3.04)  -0.1971
C (1.03, 0.44, 4.40)  -0.9770
H (-1.93, -0.92, 7.08)  0.1739
H (-2.26, -0.97, 9.95)  0.3890
H (-1.02, -0.28, 11.97)  0.3971
H (1.16, 0.81, 11.82)  0.4020
H (2.23, 1.27, 9.62)  0.4444
H (-2.01, -1.02, 4.80)  0.3571
H (-1.76, -1.14, 2.37)  0.3261
H (1.93, 0.70, 2.49)  0.4231
H (1.84, 0.89, 4.96)  0.6042



Entry 2:
The following is a quantum chemistry calculation of C36H29AsBrIrN5O3 as an isolated structure, from the Open Molecules 2025 dataset.

Calculated values
- Total charge: +2
- HOMO-LUMO gap (spin up / spin down): 6.620 / 4.912 eV
- HOMO level (spin up / spin down): -0.4961 / -0.4974 hartree
- Expectation value of S²: 8.827
- Multiplicity: 6

Last column: Löwdin spin population.
Positions of all 76 atoms, in Å:
Ir (0.02, 0.43, 1.02)  2.7372
O (2.33, 0.58, -0.80)  0.0260
C (2.69, -0.44, -1.64)  0.0042
C (3.78, -0.32, -2.49)  0.0014
C (4.14, -1.37, -3.32)  0.0013
C (3.40, -2.55, -3.32)  0.0014
C (2.31, -2.66, -2.48)  0.0014
C (1.94, -1.62, -1.63)  0.0174
C (0.73, -1.83, -0.75)  0.0520
O (-0.12, -0.79, -0.57)  0.2500
N (1.20, -2.32, 0.62)  0.3125
N (0.66, -1.78, 1.64)  0.1946
C (0.90, -2.14, 2.90)  0.0694
C (0.13, -1.57, 3.92)  0.0940
Br (-1.24, -0.34, 3.42)  0.1302
C (0.28, -1.78, 5.28)  0.1352
C (0.97, -2.81, 5.97)  0.0446
C (1.33, -2.55, 7.31)  0.0639
C (2.05, -3.46, 8.04)  -0.0017
C (2.39, -4.69, 7.46)  0.0969
C (1.98, -5.00, 6.16)  0.0032
C (1.28, -4.08, 5.41)  0.0542
H (2.77, 1.39, -1.11)  0.0000
H (4.36, 0.60, -2.47)  0.0001
H (5.00, -1.26, -3.97)  0.0001
H (3.68, -3.36, -3.98)  0.0001
H (1.71, -3.57, -2.50)  0.0004
H (0.18, -2.70, -1.14)  0.0193
H (1.85, -3.10, 0.70)  0.0073
H (1.72, -2.81, 3.13)  0.0029
H (-0.19, -1.04, 5.92)  0.0051
H (1.05, -1.60, 7.75)  0.0016
H (2.34, -3.25, 9.05)  -0.0015
H (2.94, -5.42, 8.03)  0.0044
H (2.20, -5.97, 5.75)  -0.0013
H (0.90, -4.36, 4.44)  0.0007
O (-1.73, 1.34, 0.38)  0.2344
As (-2.02, 1.61, -1.31)  0.0139
C (-0.36, 2.20, -2.04)  0.0027
C (0.17, 1.77, -3.24)  -0.0006
C (1.38, 2.29, -3.69)  0.0013
C (2.03, 3.27, -2.95)  0.0004
C (1.48, 3.73, -1.76)  0.0004
C (0.28, 3.20, -1.30)  0.0020
C (-3.29, 3.02, -1.37)  0.0061
C (-3.69, 3.49, -2.62)  0.0010
C (-4.61, 4.52, -2.69)  0.0005
C (-5.11, 5.07, -1.52)  -0.0001
C (-4.71, 4.60, -0.28)  0.0001
C (-3.78, 3.56, -0.20)  0.0013
C (-2.77, 0.06, -2.12)  0.0030
C (-4.15, -0.07, -1.98)  0.0007
C (-4.79, -1.17, -2.53)  0.0004
C (-4.06, -2.12, -3.24)  0.0006
C (-2.68, -1.98, -3.38)  0.0005
C (-2.03, -0.89, -2.81)  0.0011
H (-0.35, 1.04, -3.85)  -0.0001
H (1.80, 1.95, -4.63)  0.0001
H (2.97, 3.68, -3.30)  0.0000
H (1.97, 4.52, -1.21)  0.0000
H (-0.15, 3.57, -0.38)  -0.0004
H (-3.30, 3.06, -3.53)  0.0001
H (-4.93, 4.90, -3.65)  0.0001
H (-5.83, 5.88, -1.57)  0.0000
H (-5.10, 5.04, 0.63)  0.0000
H (-3.46, 3.19, 0.76)  0.0006
H (-4.73, 0.68, -1.46)  0.0000
H (-5.86, -1.28, -2.43)  0.0000
H (-4.56, -2.97, -3.68)  0.0000
H (-2.12, -2.71, -3.93)  0.0000
H (-0.96, -0.81, -2.90)  0.0002
N (4.63, 2.63, -0.78)  0.0334
C (4.01, 2.77, 0.18)  0.0089
N (3.23, 2.94, 1.24)  0.0950
C (2.24, 2.29, 1.55)  0.0999
N (1.27, 1.67, 1.87)  0.1639



Entry 3:
The following is a quantum chemistry calculation of C36H29AsN4O6S3Ti as an isolated structure at a distorted geometry, from the Open Molecules 2025 dataset.

Calculated values
- Total charge: -2
- HOMO-LUMO gap (spin up / spin down): 4.230 / 5.558 eV
- HOMO level (spin up / spin down): -0.0101 / -0.0599 hartree
- Expectation value of S²: 2.034
- Multiplicity: 3

Last column: Löwdin spin population.
Positions of all 80 atoms, in Å:
Ti (1.60, -0.52, 0.68)  0.8926
O (2.52, 3.06, 2.02)  0.0005
C (2.46, 2.23, 1.14)  0.0012
O (1.46, 1.40, 0.93)  0.0006
C (3.60, 2.08, 0.14)  0.0003
C (3.08, 1.50, -1.19)  0.0015
C (4.12, 1.67, -2.30)  0.0003
C (5.20, 0.64, -1.87)  0.0000
C (4.57, 0.03, -0.62)  0.0014
O (3.16, 0.06, -0.94)  0.0076
C (4.66, 1.00, 0.57)  0.0006
C (4.39, 0.19, 1.84)  0.0020
O (5.35, -0.07, 2.57)  -0.0011
O (3.20, -0.27, 2.00)  0.0139
H (4.07, 3.05, 0.01)  0.0001
H (2.06, 1.77, -1.44)  0.0003
H (4.49, 2.69, -2.36)  0.0001
H (3.68, 1.41, -3.26)  0.0000
H (6.16, 1.09, -1.64)  0.0000
H (5.35, -0.12, -2.64)  0.0000
H (4.86, -1.00, -0.40)  0.0000
H (5.65, 1.43, 0.66)  0.0001
N (0.58, -3.74, -2.04)  0.0645
C (-0.37, -2.90, -2.61)  0.0044
C (-1.39, -3.13, -3.52)  0.0108
C (-2.14, -2.04, -3.95)  0.0339
C (-1.83, -0.75, -3.51)  0.0050
C (-0.80, -0.52, -2.59)  0.0325
C (-0.11, -1.61, -2.09)  -0.0016
N (0.91, -1.68, -1.15)  0.1230
C (1.32, -2.98, -1.15)  0.1469
C (2.34, -3.44, -0.33)  0.1187
C (2.97, -4.70, -0.21)  0.2987
S (4.13, -4.62, 1.08)  0.1337
C (3.71, -2.97, 1.37)  -0.0167
N (2.81, -2.50, 0.58)  0.0038
H (0.52, -4.74, -1.99)  0.0067
H (-1.59, -4.13, -3.89)  -0.0005
H (-2.95, -2.19, -4.65)  0.0026
H (-2.39, 0.10, -3.88)  -0.0004
H (-0.53, 0.49, -2.30)  0.0016
H (2.86, -5.58, -0.82)  0.0259
H (4.16, -2.37, 2.15)  -0.0022
S (-0.42, 3.06, -1.61)  0.0003
C (-2.12, 2.73, -1.59)  0.0001
C (-3.01, 3.45, -2.42)  0.0001
C (-4.38, 3.28, -2.36)  0.0001
C (-4.94, 2.38, -1.46)  0.0001
C (-4.10, 1.63, -0.65)  0.0001
C (-2.71, 1.78, -0.71)  0.0007
As (-1.53, 0.68, 0.40)  0.0009
C (-1.46, 1.81, 1.99)  -0.0002
C (-1.13, 1.25, 3.22)  -0.0001
C (-0.97, 2.06, 4.34)  0.0000
C (-1.12, 3.44, 4.23)  -0.0001
C (-1.43, 4.00, 2.99)  0.0000
C (-1.60, 3.19, 1.88)  -0.0001
C (-2.84, -0.66, 0.99)  -0.0002
C (-3.65, -0.55, 2.11)  -0.0002
C (-4.52, -1.57, 2.47)  0.0003
C (-4.59, -2.73, 1.71)  -0.0001
C (-3.79, -2.86, 0.59)  0.0003
C (-2.92, -1.84, 0.23)  0.0011
H (-2.58, 4.17, -3.11)  0.0000
H (-5.02, 3.87, -3.01)  0.0000
H (-6.02, 2.24, -1.40)  0.0000
H (-4.52, 0.91, 0.03)  0.0000
H (-0.97, 0.18, 3.31)  0.0000
H (-0.70, 1.62, 5.29)  0.0000
H (-0.97, 4.07, 5.09)  0.0000
H (-1.52, 5.07, 2.89)  0.0000
H (-1.82, 3.63, 0.92)  0.0000
H (-3.60, 0.35, 2.71)  0.0000
H (-5.14, -1.46, 3.36)  0.0000
H (-5.26, -3.53, 2.00)  0.0000
H (-3.83, -3.76, -0.01)  0.0000
H (-2.29, -1.95, -0.64)  0.0001
O (-0.87, -2.89, 3.56)  0.0721
S (-0.02, -2.83, 2.36)  0.0636
N (0.46, -1.52, 1.89)  -0.0524